C12H31F6N8O9 | ωB97M-V/def2-TZVPD

```
66
Properties=species:S:1:pos:R:3:forces:R:3
O -0.19345 -0.33871 0.15653 1.29 -1.07 2.62
H -0.68165 0.41181 0.50290 0.64 1.08 -0.55
H -0.60743 -0.82622 -0.55941 0.06 -0.59 -1.83
H 0.60534 0.06229 -0.19382 1.21 0.77 -0.56
C -0.23092 0.18284 -2.66237 1.67 -1.70 0.51
O 0.58966 0.78541 -1.64633 0.27 4.61 -3.04
O -0.66745 -1.01240 -2.05797 0.35 2.28 -3.86
C -1.09053 1.26265 -3.50775 -0.18 -1.17 -1.53
F -0.39682 2.31982 -3.89606 1.36 1.40 1.17
F -1.35298 0.74389 -4.74414 -0.49 -1.47 0.15
F -2.24782 1.69829 -3.06068 -0.45 1.06 0.28
C 1.84654 1.41867 -2.13203 -1.13 2.14 1.88
C 2.17222 2.59897 -1.10448 -0.28 -0.40 -0.62
H 1.24746 3.03833 -0.73046 -0.14 0.16 -0.47
H 2.68860 2.33396 -0.18187 0.17 -0.52 -0.53
H 2.81015 3.37790 -1.52209 -0.19 0.03 -0.51
H 1.55177 1.83334 -3.09601 0.72 0.10 0.02
H 2.72738 0.77770 -2.16939 -0.54 -0.42 -0.04
H 0.53586 -0.05862 -3.39846 -1.38 0.21 -1.15
C -1.51315 1.68238 1.59044 0.14 0.76 -0.76
O -1.50792 0.27722 1.76751 -2.08 -0.17 5.74
O -1.00528 1.84451 0.27101 -3.07 1.27 3.22
C -2.93099 2.37531 2.02632 1.97 0.59 -2.34
F -3.35871 2.01072 3.22759 0.53 0.44 1.18
F -2.75527 3.72154 1.88373 0.66 0.06 1.49
F -3.95976 2.19539 1.24858 -1.12 -1.52 -1.52
C -1.60045 -0.39971 3.06566 0.50 0.21 0.12
C -0.26957 -0.66039 3.85705 -0.93 0.66 -0.26
H 0.60274 -0.22869 3.36633 -0.09 0.13 0.21
H -0.47659 -0.24508 4.84334 0.70 0.11 0.12
H -0.07491 -1.72676 3.97132 -0.10 0.13 -0.10
H -2.00459 -1.41019 3.00479 -0.28 -0.08 -1.33
H -2.36163 0.04316 3.70799 0.34 0.60 -0.09
H -0.72426 1.97658 2.28271 -0.74 1.24 0.78
C 0.80240 -2.66998 0.77245 1.26 -2.00 -1.85
O 1.92566 -2.46113 0.29497 0.94 -6.81 8.74
N -0.34846 -2.58571 0.15809 -1.01 -2.70 -2.80
N 0.60810 -3.20808 1.92222 0.03 -2.08 6.68
H -0.31715 -2.62165 -0.85078 -0.24 0.36 -0.10
H -1.25237 -2.72887 0.58533 0.82 -0.10 -0.21
H 1.31425 -3.27555 2.64118 0.21 0.17 -0.54
H -0.29571 -3.53435 2.23331 0.13 0.15 -0.33
C 2.50104 -1.80443 -1.91326 0.47 -1.90 3.17
O 3.40656 -2.58314 -1.52038 0.85 0.21 -1.78
N 2.27238 -1.36558 -3.15012 0.97 0.37 -4.24
N 1.61744 -1.27805 -1.13645 -2.77 -2.91 -10.86
H 2.69838 -1.78082 -3.96632 0.01 0.24 0.31
H 1.73037 -0.51615 -3.21933 1.17 -1.11 -0.61
H 0.86278 -0.82869 -1.63511 1.52 -1.53 0.59
H 1.56850 -1.37263 -0.13208 0.51 -0.24 -3.01
C -3.12279 -0.94147 -0.78144 -1.95 -3.79 0.45
O -4.08922 -1.67006 -0.79814 -3.18 -1.38 0.56
N -2.17475 -0.99045 0.07967 -1.97 -0.32 2.70
N -2.76426 -0.24031 -1.74898 -2.32 5.52 -6.48
H -2.40744 -1.29249 1.01495 -0.25 0.27 -0.56
H -1.68987 -0.11163 -0.03278 -2.78 -1.14 0.56
H -1.87906 0.18894 -1.97756 -1.66 -0.93 1.67
H -3.48233 -0.03845 -2.42997 0.05 -0.28 0.11
C 2.03612 0.63571 1.07960 0.86 -0.69 -2.26
O 1.80943 -0.01614 0.03949 8.39 9.83 8.08
N 1.21004 1.54831 1.46816 -0.46 1.87 3.45
N 3.18607 0.57199 1.73817 1.86 -0.05 1.78
H 0.40411 1.81606 0.92147 -0.81 0.23 -1.17
H 1.14395 1.71790 2.46163 0.29 0.29 -0.09
H 3.39992 1.40168 2.27297 0.19 -0.36 0.01
H 3.96031 -0.03069 1.49857 -0.51 -0.09 -0.34
```
Forces are in eV/Å.

Summary:
E ... -2189.600699 Ha
Multiplicity ... 1
Charge ... -1
Energy relative to the best compared isomer or geometry (same formula, charge and spin) ... 539.38 kcal/mol
LUMO ... 2.33 eV
Molar mass ... 545.42 g/mol
HOMO-LUMO gap ... 0.20998 hartree

Löwdin population analysis, charges in e, atoms 1 to 2: O -0.018; H -0.001